*1*
Density functional theory data (wB97M-V/def2-TZVPD) for a structure of composition C19H28N2O4.

Geometry as XYZ:
```
53
Properties=species:S:1:pos:R:3:mulliken_charge:R:1
C -4.81 -2.25 2.06 -1.836
C -4.81 -1.40 0.72 0.682
C -4.91 -2.14 -0.58 -1.237
H -5.09 -1.61 -1.44 0.457
H -4.16 -3.03 -0.81 0.250
H -6.01 -2.95 -0.45 0.244
H -5.92 -0.84 0.95 0.206
O -3.81 -0.56 0.55 -0.207
C -3.92 0.61 -0.08 0.140
O -4.83 0.95 -0.53 -0.377
C -2.67 1.52 0.05 -0.626
C -1.49 1.12 0.49 0.589
C -0.50 1.92 0.17 0.620
C 0.85 2.45 0.61 0.440
C 1.37 3.52 -0.04 -0.662
C 0.54 4.41 -0.53 -0.367
C -0.68 4.05 -0.90 -0.546
C -1.31 2.98 -0.39 -0.350
N -2.43 2.64 -0.67 0.147
H -3.34 3.00 -0.97 0.320
H -1.34 4.91 -1.62 0.073
H 0.97 5.44 -0.85 0.267
H 2.40 3.90 0.35 0.261
O 1.42 1.47 1.47 -0.261
C 2.89 1.65 1.14 -1.516
C 3.46 0.16 1.94 -0.488
O 2.97 -0.19 3.28 -0.616
H 2.04 0.24 3.27 0.415
C 2.79 -1.07 1.20 -1.410
N 3.57 -1.14 -0.13 -0.474
H 3.92 -0.08 -0.50 0.199
C 2.73 -1.64 -1.46 1.552
C 3.78 -1.69 -2.48 -2.047
H 4.57 -2.48 -2.23 0.303
H 4.09 -0.82 -2.78 0.601
H 3.30 -1.97 -3.33 0.590
C 1.63 -0.68 -1.91 -1.447
H 1.98 0.32 -1.73 0.285
H 0.87 -0.53 -0.91 -0.024
H 0.97 -0.97 -2.50 0.840
C 2.31 -3.08 -0.82 -1.772
H 2.91 -3.56 -0.38 0.792
H 1.37 -3.00 -0.19 0.285
H 1.76 -3.61 -1.84 0.258
H 2.98 -1.90 1.56 0.902
H 1.94 -1.00 0.99 0.721
H 4.55 0.02 2.01 0.519
H 3.47 1.52 0.44 1.258
H 3.23 2.38 1.96 0.336
H -1.28 0.21 1.21 0.283
H -4.74 -1.57 2.81 0.416
H -3.97 -2.85 1.85 0.403
H -5.57 -2.80 1.97 0.610
```

Computed properties:
**Net charge**: 0
**Frontier orbital gap**: 8.556 eV
**HOMO level**: -0.2976 hartree

*2*
Density functional theory data (wB97M-V/def2-TZVPD) for the molecule C19H28N2O4.

Geometry as XYZ:
```
53
Properties=species:S:1:pos:R:3:mulliken_charge:R:1
C 5.91 -6.11 2.19 -1.430
C 4.57 -5.39 2.26 -0.254
O 4.38 -4.72 1.03 -0.392
C 3.24 -4.00 0.84 0.854
C 3.12 -3.38 -0.41 -0.901
C 2.02 -2.62 -0.71 -0.212
C 0.99 -2.46 0.22 0.357
C -0.24 -1.68 -0.04 0.310
O -1.29 -1.90 0.54 -0.684
N -0.13 -0.72 -1.00 -0.014
C -1.20 0.18 -1.31 -0.448
C -0.66 1.61 -1.15 0.224
O 0.49 1.88 -1.44 -0.738
N -1.55 2.51 -0.70 -0.020
C -1.20 3.88 -0.40 -1.170
C -1.51 4.20 1.07 0.499
C -1.26 5.67 1.40 -0.750
C -2.65 6.29 1.22 -0.565
C -3.55 5.15 1.68 -0.506
O -2.89 3.95 1.31 -0.472
C -1.69 -0.03 -2.77 0.582
C -2.84 0.92 -3.11 -1.541
C -2.13 -1.48 -2.95 -1.550
C 1.11 -3.10 1.45 -0.971
C 2.22 -3.85 1.77 -0.264
H 6.10 -6.63 3.12 0.420
H 6.71 -5.39 2.03 0.327
H 5.91 -6.82 1.37 0.325
H 3.76 -6.11 2.43 0.362
H 4.57 -4.67 3.09 0.359
H 3.92 -3.52 -1.12 0.402
H 1.94 -2.18 -1.69 0.442
H 0.78 -0.42 -1.32 0.362
H -2.02 -0.02 -0.61 0.521
H -2.46 2.22 -0.37 0.316
H -1.77 4.55 -1.05 0.267
H -0.13 3.99 -0.61 0.415
H -0.92 3.52 1.70 0.318
H -0.51 6.12 0.76 0.339
H -0.94 5.77 2.44 0.339
H -2.79 7.19 1.81 0.384
H -2.83 6.52 0.17 0.247
H -3.67 5.17 2.77 0.278
H -4.53 5.15 1.21 0.286
H -0.85 0.17 -3.43 0.297
H -2.52 1.96 -3.05 0.338
H -3.19 0.72 -4.12 0.460
H -3.67 0.77 -2.42 0.338
H -2.96 -1.71 -2.28 0.346
H -1.32 -2.17 -2.74 0.288
H -2.47 -1.65 -3.97 0.488
H 0.30 -2.99 2.16 0.421
H 2.28 -4.32 2.74 0.372
```

Computed properties:
**Net charge**: 0
**Frontier orbital gap**: 9.365 eV
**SMILES string**: CCOc1ccc(C(=O)N[C@@H](C(=O)NC[C@H]2CCCO2)C(C)C)cc1
**HOMO level**: -0.3131 hartree

*3*
Density functional theory data (wB97M-V/def2-TZVPD) for the molecule C19H28N2O4.

Geometry as XYZ:
```
53
Properties=species:S:1:pos:R:3:mulliken_charge:R:1
C 6.15 2.62 -1.42 -1.412
C 4.94 2.46 -0.51 -0.418
O 3.82 2.22 -1.34 -0.291
C 2.60 1.97 -0.78 1.061
C 2.37 2.02 0.59 -0.735
C 1.12 1.78 1.13 -0.843
C 0.05 1.49 0.30 0.167
C -1.33 1.24 0.79 0.373
O -2.32 1.52 0.14 -0.675
N -1.40 0.64 2.00 -0.046
C -2.65 0.29 2.64 -1.222
C -2.76 -1.23 2.83 1.115
O -2.59 -1.71 3.94 -0.704
N -3.02 -1.98 1.74 0.097
C -3.16 -1.54 0.38 -1.083
C -1.98 -2.03 -0.46 -0.467
C -1.83 -3.56 -0.39 0.292
C -2.91 -4.28 -1.19 -1.652
C -1.81 -3.99 1.08 -0.802
C -3.00 -3.42 1.86 -0.986
C 0.27 1.45 -1.07 -0.747
C 1.52 1.66 -1.64 0.336
O 1.55 1.61 -3.00 -0.529
C 2.73 1.30 -3.71 -0.265
C 3.25 -0.10 -3.41 -1.009
H 6.00 3.45 -2.10 0.317
H 6.30 1.72 -2.00 0.300
H 7.04 2.81 -0.82 0.439
H 4.79 3.37 0.08 0.366
H 5.09 1.61 0.18 0.436
H 3.18 2.26 1.26 0.416
H 0.99 1.86 2.20 0.510
H -0.56 0.37 2.48 0.237
H -2.69 0.73 3.64 0.371
H -3.46 0.70 2.04 0.485
H -4.10 -1.95 -0.02 0.415
H -3.23 -0.45 0.31 0.391
H -1.07 -1.56 -0.09 0.205
H -2.12 -1.71 -1.50 0.436
H -0.87 -3.82 -0.83 0.394
H -3.91 -4.07 -0.80 0.306
H -2.75 -5.35 -1.15 0.426
H -2.88 -3.97 -2.23 0.399
H -0.89 -3.64 1.55 0.337
H -1.83 -5.08 1.15 0.433
H -3.94 -3.82 1.48 0.344
H -2.91 -3.67 2.92 0.444
H -0.56 1.24 -1.74 0.539
H 2.42 1.37 -4.76 0.398
H 3.51 2.05 -3.53 0.188
H 2.46 -0.83 -3.57 0.319
H 3.59 -0.17 -2.38 0.222
H 4.09 -0.33 -4.07 0.371
```

Computed properties:
**Net charge**: 0
**Frontier orbital gap**: 9.073 eV
**SMILES string**: CCOc1ccc(C(=O)NCC(=O)N2CCC(C)CC2)cc1OCC
**HOMO level**: -0.3103 hartree

Most stable structure, least stable structure: *2*, *1*.

*1*
Density functional theory data (wB97M-V/def2-TZVPD) for a cluster of 2 separate species, C2H6N2S2 in total.

Geometry as XYZ:
```
12
Properties=species:S:1:pos:R:3:mulliken_charge:R:1
C -2.14 1.48 0.05 -0.682
C 0.18 0.71 0.09 0.197
H -1.58 2.44 0.02 0.246
H -3.13 1.32 -0.56 0.206
H -2.51 1.36 1.05 0.373
H 0.31 -2.34 0.52 0.178
H 0.27 1.92 0.02 0.085
H 3.21 -0.82 1.16 0.145
N -1.11 0.44 -0.11 -0.007
N 1.03 -0.21 0.12 -0.318
S -1.72 -1.24 -0.06 -0.224
S 2.71 0.08 -0.13 -0.199
```

Computed properties:
**Net charge**: 0
**Frontier orbital gap**: 5.926 eV
**HOMO level**: -0.2939 hartree

*2*
Density functional theory data (wB97M-V/def2-TZVPD) for the molecule C2H6N2S2.

Geometry as XYZ:
```
12
Properties=species:S:1:pos:R:3:mulliken_charge:R:1
N -1.39 -0.99 -0.10 -0.644
C -1.02 0.50 -0.05 -0.316
C 0.47 0.69 -0.26 0.055
S 0.94 2.25 -0.14 -0.269
N 1.18 -0.49 -0.30 -0.266
S 2.79 -0.45 -0.13 -0.170
H -2.18 -1.11 0.65 0.244
H -1.71 -1.38 -1.01 0.209
H -1.43 1.14 -0.81 0.297
H -1.22 0.98 0.93 0.332
H 0.65 -1.29 0.12 0.390
H 2.90 0.15 1.10 0.138
```

Computed properties:
**Net charge**: 0
**Frontier orbital gap**: 8.939 eV
**SMILES string**: NCC(=S)NS
**HOMO level**: -0.3099 hartree

*3*
Density functional theory data (wB97M-V/def2-TZVPD) for a structure of composition C2H6N2S2.

Geometry as XYZ:
```
12
Properties=species:S:1:pos:R:3:mulliken_charge:R:1
C 2.32 1.05 -0.05 -0.681
C -0.67 -1.21 0.07 0.207
H 1.45 1.37 0.98 0.199
H 2.12 1.66 -0.95 0.278
H 3.46 1.53 0.28 0.268
H -0.73 -2.41 0.13 0.195
H -2.60 -1.70 0.17 0.268
H -2.84 1.41 0.69 0.139
N 0.29 -0.35 -0.41 -0.382
N -1.98 -0.96 -0.05 -0.242
S 2.03 -0.77 -0.42 -0.063
S -2.85 0.37 -0.45 -0.186
```

Computed properties:
**Net charge**: 0
**Frontier orbital gap**: 8.544 eV
**HOMO level**: -0.2990 hartree

Most stable structure, least stable structure: *2*, *1*.

*1*
Density functional theory data (wB97M-V/def2-TZVPD) for a cluster of 2 separate species, CH6N2O2 in total.

Geometry as XYZ:
```
11
Properties=species:S:1:pos:R:3:mulliken_charge:R:1
N -2.26 -0.55 0.07 -0.399
C -0.92 -0.39 -0.05 0.668
O -0.29 -0.95 -0.94 -0.681
O -0.41 0.50 0.78 -0.573
H -2.68 -1.30 -0.45 0.238
H -2.77 -0.19 0.85 0.207
H 0.63 0.59 0.52 0.520
N 1.99 0.60 -0.07 -0.798
H 2.75 0.34 0.55 0.248
H 2.16 1.49 -0.52 0.248
H 1.78 -0.14 -0.74 0.321
```

Computed properties:
**Net charge**: 0
**Frontier orbital gap**: 10.718 eV
**SMILES string**: NC(=O)O.N
**HOMO level**: -0.3635 hartree

*2*
Density functional theory data (wB97M-V/def2-TZVPD) for the molecule CH6N2O2.

Geometry as XYZ:
```
11
Properties=species:S:1:pos:R:3:mulliken_charge:R:1
N -1.55 -0.37 -0.12 -0.640
C -0.21 0.14 -0.15 0.181
O -0.12 1.37 0.54 -0.558
N 0.71 -0.85 0.29 -0.271
O 2.00 -0.42 -0.46 -0.474
H -1.56 -1.35 -0.39 0.235
H -2.15 0.14 -0.75 0.224
H 0.30 0.34 -1.16 0.399
H -0.76 1.32 1.27 0.331
H 0.88 -0.77 1.29 0.248
H 2.45 0.44 -0.37 0.325
```

Computed properties:
**Net charge**: 0
**Frontier orbital gap**: 10.816 eV
**SMILES string**: N[C@@H](O)NO
**HOMO level**: -0.3643 hartree

Most stable structure, least stable structure: *1*, *2*.

*1*
Density functional theory data (wB97M-V/def2-TZVPD) for the molecule C3H7N5.

Geometry as XYZ:
```
15
Properties=species:S:1:pos:R:3:mulliken_charge:R:1
N 2.29 -0.20 -0.27 -0.433
N 1.31 -1.14 0.15 -0.603
C 0.09 -0.73 0.05 0.564
C -1.20 -1.35 0.23 -0.704
C -2.06 -0.35 0.00 -0.203
N -1.47 0.90 -0.31 -0.394
N -0.10 0.66 -0.27 0.351
N 0.54 1.70 0.49 -0.698
H 2.43 -0.03 -1.30 0.224
H 3.17 -0.63 0.01 0.240
H -1.53 -2.36 0.38 0.393
H -3.15 -0.35 0.05 0.408
H -1.83 1.38 -1.15 0.248
H 0.42 1.49 1.54 0.238
H 1.52 1.68 0.26 0.370
```

Computed properties:
**Net charge**: 0
**Frontier orbital gap**: 8.495 eV
**SMILES string**: N/N=c1/cc[nH]n1N
**HOMO level**: -0.2740 hartree

*2*
Density functional theory data (wB97M-V/def2-TZVPD) for the molecule C3H7N5.

Geometry as XYZ:
```
15
Properties=species:S:1:pos:R:3:mulliken_charge:R:1
H -1.69 -1.61 -2.49 0.225
N -0.80 -2.07 -2.80 -0.630
C 0.19 -1.84 -2.02 0.156
N 0.23 -1.18 -0.81 -0.207
C -0.65 -0.14 -0.51 0.012
N -0.62 0.69 0.45 -0.534
C 0.23 0.42 1.56 -0.125
N 0.77 1.30 2.25 -0.344
N 0.55 2.56 2.02 -0.303
H 1.15 -2.30 -2.24 0.331
H 1.11 -1.18 -0.25 0.291
H -1.45 -0.09 -1.26 0.202
H 0.43 -0.59 1.88 0.497
H -0.26 2.81 1.51 0.212
H 0.82 3.20 2.72 0.218
```

Computed properties:
**Net charge**: 0
**Frontier orbital gap**: 8.947 eV
**SMILES string**: [H]/N=C\N/C=N\C=N/N
**HOMO level**: -0.3037 hartree

*3*
Density functional theory data (wB97M-V/def2-TZVPD) for a cluster of 2 separate species, C3H7N5 in total.

Geometry as XYZ:
```
15
Properties=species:S:1:pos:R:3:mulliken_charge:R:1
C -1.01 -0.96 -0.09 0.396
C -0.22 0.92 -1.16 0.012
C 2.08 0.72 0.65 -0.308
H -0.14 -1.53 1.80 0.269
H -1.76 -2.27 2.05 0.368
H -3.09 -1.24 -0.60 0.235
H -1.37 1.04 -1.05 0.359
H 1.58 1.58 -1.78 0.270
H 3.01 0.70 1.52 0.231
H 1.76 1.82 0.36 0.312
N -0.89 -1.49 1.12 -0.548
N -1.99 -0.89 -0.94 -0.674
N 0.17 -0.15 -0.38 0.562
N 0.53 2.01 -1.73 -0.605
N 1.35 -0.27 0.23 -0.878
```

Computed properties:
**Net charge**: 0
**Frontier orbital gap**: 8.037 eV
**HOMO level**: -0.3182 hartree

*4*
Density functional theory data (wB97M-V/def2-TZVPD) for the molecule C3H7N5.

Geometry as XYZ:
```
15
Properties=species:S:1:pos:R:3:mulliken_charge:R:1
N 0.29 2.12 1.72 -0.523
C 0.39 1.15 1.08 0.308
N 0.37 -0.19 0.83 0.259
N 0.13 -1.19 1.79 -0.693
C 0.24 -0.45 -0.52 0.739
N 0.43 -1.74 -0.93 -0.434
C 0.06 0.70 -1.27 -0.922
N -1.09 1.52 -1.22 -0.478
H -0.82 -1.13 2.15 0.227
H 0.77 -1.06 2.57 0.265
H 0.44 -1.89 -1.93 0.250
H 0.99 -2.34 -0.34 0.217
H 0.49 0.66 -2.27 0.284
H -0.92 2.52 -1.17 0.230
H -1.76 1.32 -0.48 0.270
```

Computed properties:
**Net charge**: 0
**Frontier orbital gap**: 7.677 eV
**SMILES string**: N#CN(N)/C(N)=C\N
**HOMO level**: -0.2580 hartree

Most stable structure, least stable structure: *2*, *3*.

*1*
Density functional theory data (wB97M-V/def2-TZVPD) for the molecule C3H7N5.

Geometry as XYZ:
```
15
Properties=species:S:1:pos:R:3:mulliken_charge:R:1
H 3.40 -1.15 0.46 0.244
N 3.46 -0.19 0.01 -0.650
C 2.44 0.50 -0.41 0.277
N 1.10 0.27 -0.17 -0.141
C 0.38 -0.77 0.34 0.079
N -0.79 -1.24 0.17 -0.449
C -1.73 -0.18 -0.03 0.461
N -1.74 1.02 0.62 -0.682
N -2.79 -0.22 -0.79 -0.728
H -2.95 -1.15 -1.17 0.234
H 2.49 1.49 -1.03 0.269
H 0.41 0.97 -0.48 0.227
H 1.10 -1.58 0.71 0.142
H -2.14 0.68 1.65 0.321
H -2.65 1.55 0.12 0.397
```

Computed properties:
**Net charge**: 0
**Frontier orbital gap**: 9.286 eV
**SMILES string**: [H]/N=C\N/C=N\C(N)=N/[H]
**HOMO level**: -0.3368 hartree

*2*
Density functional theory data (wB97M-V/def2-TZVPD) for a structure of composition C3H7N5.

Geometry as XYZ:
```
15
Properties=species:S:1:pos:R:3:mulliken_charge:R:1
C -0.70 -0.68 -0.56 0.270
C 0.68 -0.49 -1.08 0.268
C -0.48 0.61 0.77 0.610
N 1.22 0.61 -0.27 -0.511
N -0.14 0.07 2.00 -0.536
N -1.75 -0.88 -1.25 -0.661
N 1.38 -1.44 -1.56 -0.583
N -1.21 1.66 0.63 -0.847
H 1.11 1.59 -0.49 0.330
H 2.05 0.38 0.26 0.277
H -0.71 0.48 2.74 0.308
H -0.15 -0.94 2.03 0.263
H -1.49 -1.12 -2.22 0.281
H -2.19 1.42 0.46 0.275
H 2.38 -1.28 -1.46 0.257
```

Computed properties:
**Net charge**: 0
**Frontier orbital gap**: 7.905 eV
**HOMO level**: -0.2906 hartree

Most stable structure, least stable structure: *1*, *2*.